(1)
55
Properties=species:S:1:pos:R:3 method="wB97M-V/def2-TZVPD" orbital_gap_ha="0.26702 / 0.20780" multiplicity=6 s_squared=8.781 e_lumo_ev="-3.40 / -5.74" total_energy_ha=-4325.21890 e_homo_ev="-10.7 / -11.4" charge=+1
Ir -0.3579 -0.4338 -0.6474
O 3.0086 -6.3177 1.2594
C 1.8450 -6.2851 1.6045
O 0.9754 -6.7944 2.2875
C 1.2312 -4.8252 1.0933
C 0.7028 -3.9760 2.0420
C 0.2281 -2.7648 1.5833
N 0.2425 -2.4385 0.2833
C 0.7404 -3.2992 -0.6069
C 1.2756 -4.5243 -0.2432
C 0.6824 -2.8850 -2.0592
O 1.2953 -3.5304 -2.8784
O -0.0573 -1.8346 -2.2667
H 0.6472 -4.2379 3.0885
H -0.1797 -2.0385 2.2747
H 1.6982 -5.1619 -1.0064
Br -2.8747 -1.3231 0.8592
C -3.6341 0.3920 0.5359
C -4.7596 0.7261 1.2226
C -5.3782 1.9653 0.9559
C -4.8674 2.7908 -0.0021
C -3.7104 2.4304 -0.7331
C -3.2227 3.2535 -1.7825
C -2.1568 2.8698 -2.5401
C -1.4853 1.6638 -2.2492
C -1.8654 0.8733 -1.1830
C -3.0404 1.2127 -0.4468
H -5.1836 0.0461 1.9499
H -6.2726 2.2409 1.4998
H -5.3546 3.7321 -0.2300
H -3.7370 4.1847 -1.9902
H -1.8184 3.4862 -3.3639
H -0.6541 1.3713 -2.8807
N -0.5981 0.4436 2.7392
C 0.5511 0.9374 2.2641
N 1.3143 1.6269 3.0989
C 2.4271 2.1296 2.5709
N 3.2523 2.8010 3.3731
N 2.7898 2.0208 1.2700
C 1.9762 1.3119 0.5352
N 0.8563 0.7069 0.9600
C 2.3251 1.1633 -0.9080
C 3.3817 1.8590 -1.4600
C 3.6625 1.6822 -2.8073
C 2.8902 0.8061 -3.5484
C 1.8460 0.1429 -2.9267
N 1.5668 0.3311 -1.6327
H -0.8418 0.6404 3.6944
H -1.2377 -0.0598 2.1449
H 3.0251 2.9051 4.3453
H 4.1022 3.1847 3.0021
H 3.9619 2.5156 -0.8285
H 4.4801 2.2217 -3.2688
H 3.0881 0.6253 -4.5965
H 1.2180 -0.5645 -3.4513



(2)
67
Properties=species:S:1:pos:R:3 method="wB97M-V/def2-TZVPD" orbital_gap_ha="0.27026 / 0.22172" multiplicity=2 s_squared=0.771 e_lumo_ev="1.66 / 0.14" total_energy_ha=-5526.15843 e_homo_ev="-5.7 / -5.9" charge=-1
Ti -0.5847 0.5396 -0.1734
C -2.3840 4.4166 -0.1877
C -1.0989 4.5370 0.5741
N -0.6530 5.7487 0.8638
C 0.5068 5.8722 1.5192
C 1.2868 4.8016 1.8984
C 2.5987 4.9986 2.6007
O 2.5749 4.5762 3.9665
C 0.8163 3.5112 1.6311
C 1.6483 2.3080 1.8828
N 1.1282 1.2561 2.3590
C 1.7292 -0.0539 2.1799
C 3.1458 -0.2270 1.7717
C 3.7312 -1.4283 1.8520
C 2.9869 -2.6018 2.3568
C 0.6854 -2.9314 2.6678
C 0.1068 -1.5070 2.5151
I -1.8886 -1.3089 3.1738
C -0.4065 3.3685 0.9624
O -0.9280 2.1843 0.6880
H -2.5459 5.3341 -0.7502
H -3.2233 4.2757 0.4983
H -2.3680 3.5604 -0.8612
H 0.8321 6.8857 1.7313
H 2.8582 6.0573 2.6114
H 3.3940 4.4698 2.0628
H 2.0130 3.7956 4.0243
H 2.6736 2.3639 1.5069
H 3.6964 0.6066 1.3536
H 4.7483 -1.5713 1.5090
H 3.6219 -3.4548 2.5876
H 0.0648 -3.7485 3.0157
S 1.6477 -3.3121 1.1510
C 1.9037 -2.3378 3.4208
C 1.2715 -0.9308 3.3570
C 0.6640 -0.8318 1.2436
C 1.1826 -1.8407 0.3561
C 1.3733 -1.7020 -1.0546
C 2.1321 -2.5798 -1.8313
C 2.2409 -2.3623 -3.1884
C 1.6249 -1.2498 -3.7369
C 0.8834 -0.4249 -2.9091
N 0.7176 -0.6549 -1.6089
H 2.1547 -2.6984 4.4148
H 1.1173 -0.4099 4.2977
H 2.5898 -3.4446 -1.3721
H 2.7745 -3.0636 -3.8137
H 1.6809 -1.0303 -4.7927
H 0.4250 0.4669 -3.3057
F -3.3400 -2.5170 -2.2023
Te -1.4646 -3.1428 -2.3649
F -0.0094 -4.1982 -3.1476
F -2.3638 -4.7732 -2.4448
F -1.8118 -2.7935 -4.2643
F -0.8176 -3.9701 -0.5289
O -1.8386 -0.4485 0.1047
F 0.4895 2.5147 -1.9426
B 1.8426 2.3645 -1.5364
F 1.7903 1.3593 -0.4921
F 2.3432 3.5368 -1.0052
F 2.6157 1.8936 -2.5820
Cl -3.3539 2.7124 -4.7366
C -2.7674 1.0574 -4.4939
Cl -4.0777 -0.1025 -4.6062
Cl -1.4923 0.6822 -5.6651
C -2.1808 0.9858 -3.1524
N -1.7495 0.9364 -2.0974



(3)
58
Properties=species:S:1:pos:R:3 method="wB97M-V/def2-TZVPD" orbital_gap_ha="0.17772 / 0.25493" multiplicity=3 s_squared=2.042 e_lumo_ev="2.12 / 2.14" total_energy_ha=-10885.85211 e_homo_ev="-2.7 / -4.8" charge=-1
Ti -0.0254 0.1049 -0.1147
C 4.2202 2.6649 2.1581
C 2.7312 2.5216 2.2964
C 1.9980 3.2498 3.2267
C 0.6241 3.0870 3.2857
C 0.0282 2.1927 2.4192
Br -1.8511 2.0403 2.4252
N 0.7023 1.4717 1.5279
C 2.0336 1.6581 1.4734
H 4.6053 3.4263 2.8353
H 4.4844 2.9454 1.1376
H 4.7225 1.7226 2.3822
H 2.4918 3.9496 3.8894
H 0.0170 3.6519 3.9772
H 2.5429 1.0847 0.7086
S -1.4636 -1.3628 1.3020
C -1.0986 -2.9189 0.6126
C -1.2583 -4.0483 1.4167
C -0.9608 -5.3309 0.9657
C -1.0970 -6.4443 1.8449
N -1.1992 -7.3348 2.5674
C -0.5134 -5.5035 -0.3568
C -0.3731 -4.3844 -1.1742
C -0.6352 -3.0908 -0.7212
S -0.3820 -1.7570 -1.8160
C -0.1489 -6.7880 -0.8516
N 0.1830 -7.8138 -1.2567
H -1.6036 -3.9140 2.4328
H -0.0362 -4.5162 -2.1950
C 2.7962 -4.3812 0.5189
O 2.1301 -3.1889 0.9310
C 2.2310 -2.0878 0.1914
O 1.6841 -1.0653 0.5774
N 2.9546 -2.1604 -0.9532
N 3.1056 -0.9375 -1.6284
H 2.6216 -5.1018 1.3120
H 3.8670 -4.2073 0.4026
H 2.3701 -4.7724 -0.4067
H 2.8436 -3.0032 -1.5015
H 2.2278 -0.6471 -2.0581
H 3.8253 -1.0442 -2.3289
Br 3.0417 2.9745 -3.0604
C 1.1491 3.0044 -2.9424
C 0.4114 3.8837 -3.7275
C -0.9630 3.8921 -3.6369
Br -1.9256 5.1081 -4.7444
C -1.6698 3.0412 -2.7585
C -3.0750 2.9730 -2.5959
C -3.5903 2.0637 -1.6818
C -2.7593 1.2566 -0.9273
N -1.4066 1.3067 -1.0365
C -0.8854 2.1742 -1.9684
C 0.5292 2.1210 -2.0580
O 1.1358 1.2447 -1.3130
H 0.9192 4.5517 -4.4084
H -3.7221 3.6089 -3.1816
H -4.6602 1.9743 -1.5456
H -3.1490 0.5391 -0.2179



(4)
57
Properties=species:S:1:pos:R:3 method="wB97M-V/def2-TZVPD" orbital_gap_ha=0.32334 e_lumo_ev=-0.27 total_energy_ha=-4813.59792 e_homo_ev=-9.1
Sr -0.6431 1.4346 -2.3025
I 1.3429 -4.0612 -4.0152
C 1.9915 -2.0264 -4.2892
I 0.6145 -0.7012 -5.3294
H 2.9788 -2.1414 -4.7390
H 2.0764 -1.5325 -3.3110
C -2.4409 4.3023 -1.4534
O -1.4177 3.4233 -0.8617
C -1.3432 3.2728 0.5206
C -1.9475 4.0397 1.4749
C -1.7060 3.7763 2.8357
Br -2.5678 4.8594 4.0700
C -0.7484 2.8863 3.2271
C -0.0741 2.1928 2.2625
C -0.4288 2.3300 0.9627
O 0.2901 1.6947 -0.0279
C 0.9645 1.2346 2.6613
N 1.7603 1.4967 3.6682
C 2.4355 0.2876 3.8247
C 3.3537 -0.1368 4.8267
C 3.7469 -1.4614 4.8030
C 3.1896 -2.4057 3.9388
C 2.2448 -2.0435 3.0254
C 1.8967 -0.6921 3.0175
N 0.9394 -0.0886 2.2029
H -2.4707 5.3487 -1.0188
H -3.4154 3.8436 -1.3397
H -2.1044 4.3901 -2.5140
H -2.6189 4.8365 1.2482
H -0.4645 2.7668 4.2483
H 0.7742 0.9451 0.2347
H 3.7114 0.5761 5.5640
H 4.4639 -1.7066 5.5604
H 3.4904 -3.4615 4.0508
H 1.6313 -2.8077 2.5899
H 0.0772 -0.4369 1.7702
O -1.9724 2.5617 -3.8656
N -2.0144 1.8004 -4.9463
C -3.1560 1.4953 -5.3317
C -4.2333 1.8589 -4.4073
N -4.9742 2.2040 -3.5911
C -3.2904 0.6795 -6.5878
N -3.3638 0.0578 -7.5483
O -1.2617 -0.7580 -1.6034
C -0.0808 -1.1311 -1.4211
O 0.9386 -0.4397 -1.7323
C 0.1436 -2.4491 -0.8356
C -0.9437 -3.1710 -0.3085
C -0.7804 -4.3511 0.4725
C 0.5305 -4.8447 0.5448
C 1.5875 -4.2664 -0.0684
C 1.3873 -3.0385 -0.7378
H -1.9088 -2.7608 -0.5067
H -1.6397 -4.8435 0.9507
H 0.7143 -5.7544 1.1787
H 2.5476 -4.5799 0.1432
H 2.1878 -2.5037 -1.1847



(5)
52
Properties=species:S:1:pos:R:3 method="wB97M-V/def2-TZVPD" orbital_gap_ha="0.14401 / 0.14453" e_lumo_ev="0.66 / 0.63" total_energy_ha=-3690.46342 e_homo_ev="-3.3 / -3.3" charge=-1
Ir 0.5846 0.3824 -0.0189
S -1.9464 3.2608 -0.2028
C -2.9615 2.0046 -0.8336
C -4.2922 1.8724 -0.3893
C -5.1496 0.9254 -0.9116
C -4.6931 0.0450 -1.8914
C -3.3819 0.1114 -2.3283
C -2.5114 1.0758 -1.8148
S -0.8478 1.2164 -2.2974
C -0.4753 -0.4601 -2.8655
C 1.0135 -0.6669 -2.8209
C 1.6780 -0.9584 -3.9726
C 3.0876 -1.1682 -3.9119
C 3.7129 -1.1393 -2.7206
C 2.9846 -0.9052 -1.4856
C 3.6135 -1.0200 -0.2859
S 2.1174 2.0578 -0.0776
C 1.8281 2.9235 1.4227
C 2.7882 3.8070 1.9283
C 2.5611 4.5022 3.1013
C 1.3577 4.3293 3.7908
C 0.3999 3.4661 3.2948
C 0.6264 2.7503 2.1112
S -0.5887 1.6595 1.4993
N 1.6179 -0.5792 -1.5970
H -4.6261 2.5485 0.3875
H -6.1702 0.8590 -0.5536
H -5.3623 -0.6956 -2.3141
H -3.0352 -0.5926 -3.0731
H -0.8456 -0.6193 -3.8754
H -0.9569 -1.1526 -2.1727
H 1.1316 -1.0169 -4.9043
H 3.6482 -1.3600 -4.8204
H 4.7787 -1.3154 -2.6423
H 4.6737 -1.2417 -0.2678
H 3.0921 -0.8805 0.6507
H 3.7187 3.9293 1.3856
H 3.3192 5.1739 3.4863
H 1.1779 4.8600 4.7180
H -0.5369 3.3193 3.8211
Cl 1.7121 -1.6462 2.9572
C 0.4224 -2.6546 2.3862
C 0.2061 -3.8451 3.0538
C -0.8110 -4.7097 2.6749
C -1.6332 -4.3597 1.6084
C -1.4190 -3.1746 0.9471
Cl -2.4844 -2.7536 -0.3702
C -0.3661 -2.2674 1.2758
N -0.2044 -1.1686 0.5397
H 0.8514 -4.0852 3.8883
H -0.9636 -5.6401 3.2042
H -2.4407 -5.0030 1.2865



(6)
54
Properties=species:S:1:pos:R:3 method="wB97M-V/def2-TZVPD" orbital_gap_ha="0.32106 / 0.18677" multiplicity=5 s_squared=6.042 e_lumo_ev="-6.12 / -9.97" total_energy_ha=-3259.27999 e_homo_ev="-14.9 / -15.1" charge=+2
Pd -0.3345 -0.6413 0.7182
Cl 1.1862 3.9096 4.0285
C 2.0437 2.7075 3.0250
Cl 2.9510 1.5399 4.0391
Cl 3.1321 3.5105 1.8459
C 1.1028 1.9778 2.2340
N 0.3721 1.4155 1.5447
N -1.4684 -4.8318 6.5365
C -1.4515 -4.0772 5.6761
C -1.3617 -3.1670 4.5964
C -2.2279 -3.2798 3.4996
C -2.1138 -2.3808 2.4542
C -1.1167 -1.4022 2.4862
C -0.2568 -1.2914 3.5853
C -0.3764 -2.1728 4.6413
H -2.9614 -4.0726 3.4609
H -2.7983 -2.4654 1.6154
H 0.5196 -0.5315 3.6203
H 0.2895 -2.1078 5.4877
O 0.9108 -2.9866 1.0864
C 1.8223 -2.4533 0.4825
C 3.0887 -3.0165 -0.1039
C 3.6074 -1.8769 -0.9876
C 2.5970 -0.7652 -0.7762
O 2.4933 0.2785 -1.4196
N 1.7461 -1.1157 0.1921
H 2.8924 -3.9410 -0.6471
H 3.7699 -3.2616 0.7140
H 3.6535 -2.1285 -2.0487
H 4.5985 -1.5318 -0.6913
O 0.0225 -0.7859 -1.7727
S 0.2747 0.6531 -1.6690
C 0.3521 1.3381 -3.3243
C -0.0590 0.5728 -4.4027
C -0.0611 1.1676 -5.6541
C 0.3744 2.4760 -5.8069
C 0.8064 3.2153 -4.7129
C 0.8145 2.6386 -3.4549
C -1.3672 1.2414 -1.0299
C -2.2868 0.2464 -0.6592
C -3.5241 0.6452 -0.1519
C -3.8125 1.9943 -0.0043
C -2.8884 2.9570 -0.3832
C -1.6425 2.5864 -0.8770
H -0.3805 -0.4472 -4.2520
H -0.3991 0.6050 -6.5114
H 0.3926 2.9172 -6.7921
H 1.1505 4.2280 -4.8462
H 1.1866 3.1737 -2.5959
H -2.1564 -0.7938 -0.9876
H -4.2679 -0.1022 0.0815
H -4.7762 2.2901 0.3807
H -3.1348 4.0032 -0.3018
H -0.9271 3.3395 -1.1683



(7)
60
Properties=species:S:1:pos:R:3 method="wB97M-V/def2-TZVPD" orbital_gap_ha="0.32374 / 0.22973" multiplicity=5 s_squared=6.025 e_lumo_ev="0.18 / -2.13" total_energy_ha=-2831.76316 e_homo_ev="-8.6 / -8.4"
Ru 9.4163 8.2001 12.8926
C 7.7398 5.4651 12.6476
N 9.0971 5.9094 12.8926
C 9.6100 5.6131 14.2360
C 8.9281 6.5529 15.2109
N 9.2412 7.9432 14.8622
C 9.4118 8.8243 15.9584
C 10.3943 9.8072 16.0139
F 11.0911 10.0771 14.9022
C 10.4427 10.7200 17.0053
F 11.4406 11.5951 16.8884
C 9.5622 10.7182 18.0368
F 9.6285 11.5956 19.0327
C 8.6054 9.7209 18.1318
F 7.6904 9.6373 19.1188
C 8.5290 8.8171 17.0792
F 7.4541 8.0199 17.0440
C 9.9921 5.4518 11.8233
C 9.7366 6.3186 10.5430
N 9.3375 7.6499 10.9670
C 9.1295 8.6336 9.9444
C 7.9882 8.5478 9.0948
F 7.2026 7.5162 9.1882
C 7.7591 9.4851 8.1280
F 6.6832 9.4332 7.2992
C 8.5921 10.5961 8.0187
F 8.3469 11.5471 7.0862
C 9.6359 10.7606 8.8613
F 10.3864 11.8329 8.6201
C 9.9185 9.8001 9.8255
F 10.9879 9.9622 10.6096
H 7.5584 4.3839 12.8116
H 7.4987 5.6736 11.5897
H 7.0164 6.0298 13.2554
H 10.6852 5.7981 14.3425
H 9.3379 4.6248 14.5699
H 9.1284 6.3454 16.2545
H 7.8318 6.4010 15.1056
H 9.8604 4.4146 11.6876
H 11.0499 5.5533 12.1750
H 9.0207 5.8059 9.9043
H 10.6170 6.3618 9.8652
Cl 14.1634 8.4932 11.8955
C 13.5408 8.7485 13.5394
C 12.4119 7.7641 13.8749
O 12.4758 7.1133 14.9503
O 11.4830 7.7311 12.9722
H 13.1330 9.7437 13.5738
H 14.3945 8.6587 14.1906
C 5.6859 11.2423 12.4744
C 6.8591 11.7221 13.0483
C 7.9990 10.8732 13.0609
C 7.8959 9.5178 12.6901
C 6.7166 9.0738 12.1080
C 5.6584 9.9758 11.9334
H 4.7886 11.8434 12.3679
H 6.8969 12.7581 13.3176
H 8.9446 11.3852 13.4413
H 6.5045 8.0094 11.8858
H 4.7489 9.6626 11.4366



(8)
56
Properties=species:S:1:pos:R:3 method="wB97M-V/def2-TZVPD" orbital_gap_ha="0.24179 / 0.21209" multiplicity=2 s_squared=0.755 e_lumo_ev="-0.66 / -1.45" total_energy_ha=-4132.38000 e_homo_ev="-7.2 / -7.2"
Fe -0.3122 -0.2911 -0.2094
Cl -0.5585 6.9061 -1.1018
C -0.6396 5.1669 -1.1716
C -1.0390 4.5421 -2.3644
C -1.1093 3.1795 -2.4412
C -0.7933 2.3432 -1.3311
O -0.9035 1.0763 -1.4581
C -0.3764 3.0004 -0.1323
C 0.0349 2.3050 1.0479
N 0.1379 1.0222 1.1698
C 0.6331 0.4382 2.3584
C 0.9748 1.0838 3.5215
C 1.4758 0.3592 4.6229
C 1.6248 -0.9974 4.5676
C 1.2612 -1.6973 3.3934
C 1.3422 -3.1053 3.2709
C 0.9251 -3.7019 2.1193
C 0.4317 -2.8973 1.0711
N 0.3662 -1.5907 1.1419
C 0.7696 -0.9755 2.2947
C -0.3159 4.4112 -0.0831
H -1.2876 5.1525 -3.2229
H -1.4148 2.6922 -3.3582
H 0.3030 2.9473 1.8855
H 0.8559 2.1531 3.6225
H 1.7360 0.8969 5.5249
H 2.0029 -1.5519 5.4170
H 1.7199 -3.6896 4.1010
H 0.9531 -4.7746 1.9921
H 0.0613 -3.3529 0.1615
H -0.0068 4.8954 0.8355
C -5.0770 -2.2221 -1.6951
S -3.9805 -2.6802 -3.0627
C -2.5314 -1.7606 -2.5825
S -2.7656 -0.1004 -2.9183
N -1.5438 -2.4131 -2.1122
N -0.4742 -1.6390 -1.7005
C 0.6202 -1.9120 -2.3092
C 1.8026 -1.1320 -1.9569
C 3.0305 -1.3174 -2.5775
C 4.0785 -0.4800 -2.2307
C 3.8571 0.5062 -1.2831
C 2.6011 0.6123 -0.7027
N 1.5915 -0.1886 -1.0228
H -6.0669 -2.5765 -1.9763
H -5.0962 -1.1433 -1.5685
H -4.7515 -2.6978 -0.7750
H 0.6553 -2.6633 -3.0917
H 3.1497 -2.0959 -3.3185
H 5.0479 -0.5911 -2.6972
H 4.6399 1.1920 -0.9913
H 2.3915 1.3650 0.0461
F -2.0783 -0.5118 2.0022
C -2.1142 -0.4616 0.6088
F -2.9900 0.5661 0.3667
F -2.8487 -1.6007 0.3037



Please write out number 1 again, unchanged.
55
Properties=species:S:1:pos:R:3 method="wB97M-V/def2-TZVPD" orbital_gap_ha="0.26702 / 0.20780" multiplicity=6 s_squared=8.781 e_lumo_ev="-3.40 / -5.74" total_energy_ha=-4325.21890 e_homo_ev="-10.7 / -11.4" charge=+1
Ir -0.3579 -0.4338 -0.6474
O 3.0086 -6.3177 1.2594
C 1.8450 -6.2851 1.6045
O 0.9754 -6.7944 2.2875
C 1.2312 -4.8252 1.0933
C 0.7028 -3.9760 2.0420
C 0.2281 -2.7648 1.5833
N 0.2425 -2.4385 0.2833
C 0.7404 -3.2992 -0.6069
C 1.2756 -4.5243 -0.2432
C 0.6824 -2.8850 -2.0592
O 1.2953 -3.5304 -2.8784
O -0.0573 -1.8346 -2.2667
H 0.6472 -4.2379 3.0885
H -0.1797 -2.0385 2.2747
H 1.6982 -5.1619 -1.0064
Br -2.8747 -1.3231 0.8592
C -3.6341 0.3920 0.5359
C -4.7596 0.7261 1.2226
C -5.3782 1.9653 0.9559
C -4.8674 2.7908 -0.0021
C -3.7104 2.4304 -0.7331
C -3.2227 3.2535 -1.7825
C -2.1568 2.8698 -2.5401
C -1.4853 1.6638 -2.2492
C -1.8654 0.8733 -1.1830
C -3.0404 1.2127 -0.4468
H -5.1836 0.0461 1.9499
H -6.2726 2.2409 1.4998
H -5.3546 3.7321 -0.2300
H -3.7370 4.1847 -1.9902
H -1.8184 3.4862 -3.3639
H -0.6541 1.3713 -2.8807
N -0.5981 0.4436 2.7392
C 0.5511 0.9374 2.2641
N 1.3143 1.6269 3.0989
C 2.4271 2.1296 2.5709
N 3.2523 2.8010 3.3731
N 2.7898 2.0208 1.2700
C 1.9762 1.3119 0.5352
N 0.8563 0.7069 0.9600
C 2.3251 1.1633 -0.9080
C 3.3817 1.8590 -1.4600
C 3.6625 1.6822 -2.8073
C 2.8902 0.8061 -3.5484
C 1.8460 0.1429 -2.9267
N 1.5668 0.3311 -1.6327
H -0.8418 0.6404 3.6944
H -1.2377 -0.0598 2.1449
H 3.0251 2.9051 4.3453
H 4.1022 3.1847 3.0021
H 3.9619 2.5156 -0.8285
H 4.4801 2.2217 -3.2688
H 3.0881 0.6253 -4.5965
H 1.2180 -0.5645 -3.4513